{"formula": "C9H26MgN2O2Si2", "method": "wB97M-V/def2-TZVPD", "elements": ["Mg", "N", "C", "C", "O", "O", "H", "H", "H", "H", "C", "Si", "C", "C", "C", "Si", "C", "C", "C", "H", "H", "H", "H", "H", "H", "H", "H", "H", "H", "H", "H", "H", "H", "H", "H", "H", "H", "H", "N", "H", "H", "H"], "xyz": [[-0.932, 1.179, 0.225], [-2.775, 1.171, 2.674], [-2.685, 2.648, 2.518], [-1.615, 2.869, 1.480], [-0.427, 2.470, 1.775], [-1.890, 3.197, 0.285], [-3.745, 0.888, 2.831], [-2.207, 0.869, 3.462], [-2.392, 3.190, 3.427], [-3.615, 3.071, 2.117], [3.499, -0.466, -1.407], [1.911, 0.511, -1.052], [1.036, 0.678, -2.719], [2.450, 2.268, -0.608], [0.751, -0.175, 0.234], [0.293, -1.998, 0.272], [1.760, -3.195, 0.496], [-0.474, -2.493, -1.396], [-0.958, -2.336, 1.645], [4.165, 0.139, -2.017], [3.289, -1.387, -1.944], [4.017, -0.720, -0.502], [1.734, 0.971, -3.508], [0.271, 1.456, -2.710], [0.562, -0.256, -3.022], [3.104, 2.644, -1.399], [2.952, 2.333, 0.349], [1.558, 2.893, -0.542], [1.099, 0.166, 1.213], [2.421, -3.117, -0.383], [1.405, -4.224, 0.570], [2.331, -2.953, 1.388], [0.298, -2.472, -2.154], [-1.243, -1.776, -1.694], [-0.896, -3.483, -1.374], [-0.532, -2.053, 2.610], [-1.236, -3.387, 1.690], [-1.863, -1.744, 1.518], [-2.588, 0.695, -0.927], [-3.176, 1.560, -0.971], [-3.210, -0.044, -0.532], [-2.449, 0.414, -1.917]], "homo_lumo_gap_ha": 0.287, "e_lumo_ha": -0.0036, "charge": 0, "homo_ev": -7.9}



{"formula": "C18H40F5N10O16", "method": "wB97M-V/def2-TZVPD", "elements": ["C", "C", "C", "C", "N", "C", "C", "F", "F", "C", "F", "F", "F", "C", "C", "N", "C", "H", "H", "H", "H", "H", "H", "H", "H", "H", "H", "H", "H", "H", "H", "H", "H", "C", "N", "O", "O", "H", "H", "H", "C", "N", "O", "O", "H", "H", "H", "C", "N", "O", "O", "H", "H", "H", "C", "N", "O", "O", "H", "H", "H", "C", "N", "O", "O", "H", "H", "H", "C", "N", "O", "O", "H", "H", "H", "C", "N", "O", "O", "H", "H", "H", "C", "N", "O", "O", "H", "H", "H"], "xyz": [[8.479, -2.414, 0.190], [7.409, -1.687, 1.112], [5.977, -2.318, 0.899], [4.852, -1.206, 0.828], [3.648, -1.484, 1.661], [2.498, -1.927, 0.878], [1.357, -0.910, 0.510], [0.475, -1.567, -0.339], [0.611, -0.494, 1.567], [1.814, 0.382, -0.267], [2.027, 0.153, -1.588], [2.829, 1.044, 0.312], [0.750, 1.252, -0.235], [1.768, -2.954, 1.886], [1.193, -4.156, 1.094], [1.819, -4.139, -0.045], [2.786, -3.019, -0.240], [8.021, -2.919, -0.701], [9.138, -1.608, -0.242], [9.149, -3.081, 0.779], [7.679, -1.692, 2.197], [7.420, -0.605, 0.798], [5.973, -2.842, -0.098], [5.724, -3.090, 1.675], [5.321, -0.257, 1.214], [4.578, -0.995, -0.237], [3.424, -0.655, 2.213], [2.674, -3.417, 2.386], [1.221, -2.543, 2.765], [0.427, -4.914, 1.360], [1.605, -4.887, -0.711], [3.761, -3.530, -0.038], [2.809, -2.656, -1.299], [-0.948, 3.711, 0.856], [-2.318, 4.155, 0.489], [-3.076, 4.423, 1.393], [-2.582, 4.219, -0.695], [-0.861, 3.704, 1.939], [-0.807, 2.713, 0.454], [-0.245, 4.417, 0.419], [-2.915, 0.516, -0.417], [-3.105, 0.105, 0.998], [-3.777, -0.885, 1.208], [-2.567, 0.798, 1.848], [-3.444, -0.184, -1.057], [-3.321, 1.520, -0.527], [-1.846, 0.496, -0.622], [-5.554, 1.337, 3.294], [-6.778, 1.332, 4.134], [-7.702, 2.032, 3.780], [-6.764, 0.624, 5.116], [-5.707, 2.009, 2.455], [-4.729, 1.679, 3.915], [-5.390, 0.318, 2.946], [-8.125, -0.146, 0.940], [-6.920, -0.432, 0.119], [-6.881, -1.488, -0.468], [-6.053, 0.419, 0.095], [-8.805, -0.988, 0.866], [-7.798, -0.004, 1.967], [-8.583, 0.758, 0.545], [-1.686, -0.028, 4.798], [-0.701, 0.333, 5.849], [0.211, -0.444, 6.052], [-0.878, 1.378, 6.428], [-1.403, -0.984, 4.368], [-2.663, -0.094, 5.272], [-1.664, 0.754, 4.046], [1.170, -2.717, -4.777], [1.453, -3.917, -3.952], [0.588, -4.278, -3.174], [2.527, -4.455, -4.104], [0.184, -2.353, -4.529], [1.928, -1.972, -4.543], [1.220, -3.016, -5.821], [-0.359, 1.698, -4.190], [-0.128, 0.621, -5.187], [-0.542, -0.491, -4.916], [0.456, 0.924, -6.198], [-0.890, 1.275, -3.341], [0.611, 2.079, -3.886], [-0.951, 2.469, -4.670], [0.001, 6.528, -4.375], [-0.038, 5.068, -4.103], [-0.766, 4.676, -3.215], [0.664, 4.357, -4.789], [-0.674, 7.028, -3.687], [1.025, 6.861, -4.224], [-0.315, 6.677, -5.405]], "homo_lumo_gap_ha": 0.304, "e_lumo_ha": -0.1614, "charge": 1, "homo_ev": -12.7}



{"formula": "C4H12", "method": "wB97M-V/def2-TZVPD", "elements": ["C", "C", "H", "H", "H", "H", "H", "H", "C", "C", "H", "H", "H", "H", "H", "H"], "xyz": [[-2.240, -1.759, -0.729], [-0.828, -1.250, -0.988], [-2.392, -2.673, -1.304], [-2.367, -2.065, 0.305], [-3.034, -1.079, -1.025], [-0.643, -0.224, -0.691], [-0.568, -1.290, -2.048], [-0.100, -1.940, -0.548], [1.008, 1.852, 1.368], [2.045, 1.269, 0.414], [0.889, 1.225, 2.246], [1.199, 2.898, 1.567], [0.018, 1.718, 0.909], [1.773, 1.469, -0.617], [2.194, 0.192, 0.499], [3.046, 1.655, 0.644]], "homo_lumo_gap_ha": 0.472, "e_lumo_ha": 0.0419, "de_lowest_ev": 0.230, "smiles": "CC.CC", "charge": 0, "homo_ev": -11.7}



{"formula": "C36H92CrN7O12", "method": "wB97M-V/def2-TZVPD", "elements": ["Cr", "C", "C", "O", "O", "H", "H", "H", "C", "C", "C", "O", "C", "N", "H", "H", "H", "H", "H", "H", "H", "H", "H", "H", "H", "C", "C", "C", "O", "C", "N", "H", "H", "H", "H", "H", "H", "H", "H", "H", "H", "H", "C", "C", "C", "O", "C", "N", "H", "H", "H", "H", "H", "H", "H", "H", "H", "H", "H", "C", "C", "C", "O", "C", "N", "H", "H", "H", "H", "H", "H", "H", "H", "H", "H", "H", "C", "O", "C", "C", "N", "C", "C", "O", "C", "H", "H", "H", "H", "H", "H", "H", "H", "H", "H", "H", "H", "H", "H", "H", "C", "O", "C", "C", "N", "C", "C", "O", "C", "H", "H", "H", "H", "H", "H", "H", "H", "H", "H", "H", "H", "H", "H", "H", "C", "O", "C", "C", "N", "C", "C", "O", "C", "H", "H", "H", "H", "H", "H", "H", "H", "H", "H", "H", "H", "H", "H", "H"], "xyz": [[0.762, 2.412, -0.746], [-0.379, -1.422, 0.507], [0.118, -0.096, -0.080], [1.285, 0.282, -0.050], [-0.688, 0.714, -0.601], [0.414, -2.170, 0.501], [-1.151, -1.802, -0.162], [-0.855, -1.309, 1.482], [-1.428, -0.512, 5.120], [-2.781, -0.698, 5.841], [-2.873, 0.003, 7.264], [-1.795, -0.384, 8.083], [-1.684, 0.279, 9.320], [-3.934, -0.287, 5.041], [-1.125, 0.525, 5.260], [-1.476, -0.738, 4.055], [-0.700, -1.185, 5.572], [-2.793, -1.765, 6.063], [-3.770, -0.305, 7.802], [-2.785, 1.088, 7.206], [-2.430, -0.108, 10.015], [-1.771, 1.362, 9.234], [-0.711, 0.101, 9.778], [-3.837, 0.631, 4.630], [-4.774, -0.243, 5.599], [-5.671, 2.308, -1.695], [-4.371, 1.953, -0.956], [-4.626, 0.910, 0.132], [-5.557, 1.270, 1.152], [-5.024, 1.873, 2.275], [-3.356, 1.476, -1.953], [-6.190, 1.419, -2.053], [-5.514, 2.999, -2.523], [-6.316, 2.784, -0.956], [-3.910, 2.818, -0.481], [-3.699, 0.478, 0.508], [-5.154, 0.071, -0.322], [-5.779, 2.075, 3.035], [-4.516, 2.793, 1.987], [-4.315, 1.209, 2.771], [-2.642, 0.923, -1.502], [-3.787, 0.737, -2.489], [4.792, -2.384, -2.954], [5.723, -2.839, -1.806], [5.394, -4.281, -1.225], [3.983, -4.399, -0.871], [3.578, -3.489, 0.133], [7.038, -2.775, -2.360], [3.724, -2.561, -2.830], [5.035, -2.818, -3.924], [4.787, -1.307, -3.116], [5.689, -2.075, -1.030], [6.041, -4.534, -0.385], [5.462, -5.064, -1.981], [3.676, -2.457, -0.203], [4.198, -3.601, 1.023], [2.537, -3.678, 0.397], [7.173, -1.826, -2.678], [7.024, -3.314, -3.214], [-0.064, 2.416, 2.831], [-1.146, 2.949, 1.847], [-2.056, 3.924, 2.626], [-2.614, 3.340, 3.803], [-3.423, 4.262, 4.530], [-0.483, 3.558, 0.710], [0.591, 1.637, 2.441], [-0.533, 2.057, 3.747], [0.651, 3.194, 3.101], [-1.850, 2.126, 1.727], [-2.825, 4.216, 1.911], [-1.438, 4.762, 2.950], [-2.954, 5.184, 4.874], [-3.770, 3.734, 5.418], [-4.270, 4.626, 3.948], [0.162, 4.253, 1.060], [-1.216, 4.162, 0.367], [-1.414, -5.246, -9.067], [-1.414, -4.485, -7.871], [-0.937, -3.168, -8.204], [-1.162, -2.175, -7.010], [-0.289, -2.466, -5.855], [-0.822, -1.830, -4.599], [0.004, -2.109, -3.310], [0.168, -3.528, -3.178], [0.528, -3.944, -1.839], [-0.440, -5.430, -9.522], [-2.035, -4.680, -9.761], [-1.926, -6.139, -8.711], [-1.400, -2.731, -9.089], [0.110, -3.132, -8.505], [-2.240, -2.142, -6.857], [-0.835, -1.222, -7.426], [-0.165, -3.449, -5.661], [-1.805, -2.289, -4.495], [-0.975, -0.751, -4.631], [-0.570, -1.711, -2.473], [0.987, -1.648, -3.217], [1.314, -3.292, -1.457], [0.998, -4.928, -1.843], [-0.382, -3.927, -1.240], [0.907, -4.484, 3.333], [0.998, -3.128, 3.863], [2.303, -2.537, 3.595], [2.248, -1.011, 3.986], [3.537, -0.372, 3.643], [3.586, 0.039, 2.264], [4.995, -0.060, 1.724], [5.434, -1.430, 1.532], [6.850, -1.549, 1.374], [0.183, -5.089, 3.878], [1.875, -4.979, 3.261], [0.617, -4.590, 2.288], [2.428, -2.601, 2.514], [3.142, -3.013, 4.104], [2.104, -0.889, 5.060], [1.400, -0.606, 3.433], [4.223, -1.109, 3.727], [3.232, 1.065, 2.163], [3.029, -0.588, 1.568], [5.616, 0.453, 2.459], [5.044, 0.506, 0.794], [7.063, -2.546, 0.988], [7.367, -1.301, 2.301], [7.258, -0.837, 0.656], [3.108, 1.397, -2.711], [1.800, 1.896, -2.525], [1.130, 2.321, -3.727], [-0.441, 2.411, -3.476], [-0.800, 3.332, -2.355], [-0.850, 4.683, -2.874], [-1.090, 5.690, -1.729], [-2.158, 5.403, -0.830], [-3.477, 5.565, -1.408], [3.571, 1.115, -1.765], [3.839, 2.033, -3.210], [3.016, 0.458, -3.257], [1.298, 1.743, -4.636], [1.409, 3.316, -4.073], [-0.895, 1.424, -3.393], [-0.801, 2.785, -4.434], [-1.736, 3.060, -2.088], [-1.618, 4.771, -3.641], [0.062, 5.049, -3.347], [-1.250, 6.686, -2.141], [-0.233, 5.718, -1.056], [-3.757, 4.844, -2.175], [-3.709, 6.571, -1.758], [-4.180, 5.334, -0.607]], "homo_lumo_gap_ha": [0.254, 0.087], "multiplicity": 6, "e_lumo_ha": [-0.1864, -0.3539], "charge": 2, "homo_ev": [-12.0, -12.0]}



{"formula": "C34H57N3O2PbSeSi", "method": "wB97M-V/def2-TZVPD", "elements": ["O", "O", "C", "C", "H", "H", "H", "H", "H", "C", "C", "H", "H", "H", "H", "H", "C", "C", "C", "H", "H", "H", "H", "H", "C", "H", "H", "H", "H", "H", "H", "N", "C", "C", "C", "C", "H", "H", "H", "C", "H", "H", "H", "N", "C", "C", "C", "C", "H", "C", "H", "C", "H", "C", "C", "C", "C", "C", "C", "H", "C", "H", "C", "H", "C", "C", "Pb", "H", "H", "H", "H", "H", "H", "H", "H", "H", "H", "H", "H", "H", "C", "Si", "H", "H", "C", "C", "C", "H", "H", "H", "H", "H", "H", "H", "H", "H", "Se", "C", "N"], "xyz": [[1.324, -2.642, -2.407], [0.855, -1.676, -4.462], [2.722, -2.903, -2.007], [2.891, -3.014, -0.510], [3.279, -2.049, -2.407], [3.057, -3.811, -2.524], [2.357, -2.227, 0.038], [3.955, -2.907, -0.265], [2.573, -3.995, -0.139], [0.217, -3.423, -1.757], [-0.183, -4.584, -2.617], [-0.587, -2.690, -1.636], [0.580, -3.720, -0.769], [-0.534, -4.247, -3.602], [-1.001, -5.126, -2.130], [0.651, -5.286, -2.742], [-0.155, -0.633, -4.524], [2.056, -1.392, -5.242], [-1.179, -0.802, -3.439], [-0.613, -0.730, -5.516], [0.328, 0.352, -4.467], [-1.651, -1.791, -3.474], [-1.967, -0.049, -3.571], [-0.750, -0.630, -2.442], [2.531, -2.645, -5.920], [2.811, -0.988, -4.553], [1.798, -0.614, -5.969], [2.795, -3.419, -5.196], [3.426, -2.419, -6.503], [1.773, -3.036, -6.604], [1.086, -2.221, -3.403], [-0.420, -0.057, 3.298], [-1.276, 0.575, 4.329], [-2.613, 0.960, 3.823], [-2.832, 1.773, 2.726], [-1.390, -0.330, 5.561], [-0.396, -0.656, 5.893], [-2.003, -1.216, 5.343], [-1.854, 0.230, 6.382], [-4.230, 2.322, 2.563], [-4.803, 1.750, 1.820], [-4.210, 3.376, 2.255], [-4.748, 2.253, 3.526], [-1.865, 2.065, 1.854], [-0.197, -1.418, 3.244], [1.107, -1.942, 3.514], [2.215, -1.091, 4.070], [1.373, -3.271, 3.231], [2.391, -3.644, 3.377], [0.362, -4.134, 2.800], [0.581, -5.186, 2.619], [-0.933, -3.650, 2.618], [-1.741, -4.316, 2.302], [-1.230, -2.311, 2.826], [-2.618, -1.822, 2.564], [-2.080, 2.706, 0.646], [-1.531, 4.014, 0.462], [-0.907, 4.752, 1.607], [-1.559, 4.589, -0.803], [-1.155, 5.598, -0.928], [-2.081, 3.901, -1.897], [-2.082, 4.362, -2.888], [-2.629, 2.628, -1.730], [-3.072, 2.095, -2.573], [-2.627, 2.011, -0.480], [-3.105, 0.599, -0.337], [1.071, 1.351, 2.000], [2.902, -0.746, 3.278], [2.826, -1.694, 4.759], [1.855, -0.218, 4.628], [-2.633, -1.013, 1.822], [-3.107, -1.441, 3.471], [-3.235, -2.642, 2.177], [-1.634, 5.440, 2.066], [-0.073, 5.370, 1.244], [-0.532, 4.094, 2.402], [-3.899, 0.502, 0.416], [-2.284, -0.078, -0.057], [-3.509, 0.239, -1.290], [-3.480, 0.690, 4.421], [0.821, 1.553, -0.119], [2.214, 2.440, -1.024], [-0.109, 2.082, -0.379], [0.727, 0.532, -0.539], [3.682, 1.321, -1.294], [2.777, 3.961, -0.088], [1.499, 3.011, -2.664], [1.964, 3.966, -2.947], [0.413, 3.170, -2.618], [1.704, 2.282, -3.459], [4.354, 1.346, -0.426], [4.247, 1.678, -2.166], [3.395, 0.278, -1.478], [3.194, 3.713, 0.899], [1.961, 4.686, 0.046], [3.572, 4.450, -0.674], [-0.700, 3.029, 6.140], [-0.562, 1.907, 4.630], [0.295, 2.543, 3.969]], "homo_lumo_gap_ha": [0.169, 0.168], "e_lumo_ha": [-0.0259, -0.0260], "charge": 0, "homo_ev": [-5.3, -5.3]}



Number 1: molar mass 274.80 g/mol. Number 2: molar mass 747.56 g/mol. Number 3: molar mass 60.14 g/mol. Number 4: molar mass 867.16 g/mol. Number 5: molar mass 854.09 g/mol.